Record 1
{"formula": "C8H8N2O3", "method": "wB97M-V/def2-TZVPD", "de_lowest_kcal_mol": 146.0, "energy_ev": -17541.816, "homo_lumo_gap_ha": 0.3344, "lumo_ev": -0.39, "max_force_ev_per_a": 4.29, "homo_energy_ev": -9.491, "smiles": "CO[C@]1([N+](=O)[O-])C=CC=C[C@H]1C#N", "elements": ["C", "O", "C", "N", "O", "O", "C", "C", "C", "C", "C", "C", "N", "H", "H", "H", "H", "H", "H", "H", "H"], "positions_angstrom": [[-1.98306, 1.07458, 0.60610], [-0.71908, 1.21170, 1.19000], [0.34603, 0.49537, 0.65381], [1.42156, 0.47676, 1.73742], [2.55870, 0.65114, 1.33789], [1.04461, 0.36282, 2.87594], [0.86806, 1.07538, -0.62603], [0.37755, 0.73633, -1.83907], [-0.36490, -0.49655, -2.01724], [-0.26633, -1.52353, -1.09089], [0.10814, -1.32707, 0.36324], [1.32735, -1.94329, 0.65504], [2.34018, -2.40027, 0.91579], [-2.52575, 1.80166, 1.10212], [-2.54425, 0.19909, 0.87222], [-1.87501, 1.01239, -0.46393], [1.56487, 1.87215, -0.39284], [0.63828, 1.39279, -2.74837], [-0.88603, -0.53665, -2.89414], [-0.70316, -2.50775, -1.35579], [-0.72776, -1.62705, 1.11873]], "forces_ev_per_angstrom": [[0.7, -1.4, -0.5], [1.6, -1.2, 0.3], [-0.5, -2.9, -0.6], [-0.1, 1.2, -0.6], [-0.3, -0.3, 0.5], [0.3, -0.3, 0.0], [-0.5, 0.4, 0.0], [1.2, 1.7, 0.5], [1.7, -1.4, 3.7], [-2.1, 1.2, -1.7], [-2.2, 3.4, 0.5], [0.9, -0.7, 0.6], [0.8, -0.5, 0.1], [-1.3, 2.1, -0.1], [0.3, -1.2, 0.5], [-0.5, 0.9, -0.5], [-0.1, 0.2, -0.7], [-0.4, -1.3, 1.5], [-1.1, -1.0, -2.3], [0.3, 0.7, 0.3], [1.4, 0.5, -1.5]], "nbo_charge": [-0.25, -0.50, 0.40, 0.51, -0.36, -0.34, -0.24, -0.21, -0.22, -0.16, -0.39, 0.23, -0.26, 0.21, 0.17, 0.19, 0.24, 0.24, 0.22, 0.23, 0.29]}



Record 2
{"formula": "C8H8N2P", "method": "wB97M-V/def2-TZVPD", "de_lowest_kcal_mol": 0.0, "energy_ev": -20685.964, "homo_lumo_gap_ha": 0.3056, "lumo_ev": -4.97, "charge": 1, "max_force_ev_per_a": 4.76, "homo_energy_ev": -13.289, "smiles": "[H]/P=N/C1=[NH+]Cc2ccccc21", "elements": ["H", "P", "N", "C", "N", "C", "C", "C", "C", "C", "C", "C", "H", "H", "H", "H", "H", "H", "H"], "positions_angstrom": [[4.49512, 1.25956, 0.69901], [3.93327, 0.68511, -0.36870], [2.78653, -0.06801, 0.41056], [1.39757, -0.52612, 0.15132], [1.07542, -1.79521, 0.02728], [-0.35544, -2.02488, -0.13854], [-0.86524, -0.59548, -0.14777], [-2.19980, -0.19918, -0.14458], [-2.36962, 1.18348, -0.30212], [-1.36503, 2.06967, -0.04732], [-0.10519, 1.63570, 0.25947], [0.21929, 0.31322, 0.06079], [1.74078, -2.50539, -0.15091], [-0.62026, -2.71607, 0.65202], [-0.69377, -2.71893, -0.87668], [-2.85233, -1.02797, -0.18600], [-3.26440, 1.70061, -0.46968], [-1.74097, 3.15836, 0.03152], [0.78407, 2.17156, 0.54034]], "forces_ev_per_angstrom": [[1.2, 0.6, 1.8], [-1.7, -1.1, -1.8], [-4.6, -0.6, -0.4], [4.6, 1.3, 0.1], [-0.1, 0.6, -0.7], [0.2, 0.5, 1.1], [0.0, -0.7, 1.1], [2.3, 0.6, -1.2], [-0.4, -1.4, 0.7], [-0.3, 2.7, 0.7], [2.4, 0.0, -0.4], [-2.1, -2.1, -0.1], [0.8, -0.6, 0.1], [-0.6, 0.7, 1.3], [0.5, 0.2, -1.9], [-1.5, -0.1, -0.1], [-1.7, -0.2, -0.3], [1.3, -1.8, -0.2], [-0.3, 1.2, 0.2]], "nbo_charge": [-0.09, 1.02, -0.87, 0.55, -0.47, -0.28, 0.05, -0.20, -0.13, -0.21, -0.12, -0.18, 0.44, 0.25, 0.26, 0.24, 0.24, 0.25, 0.23]}



Record 3
{"formula": "C8H8N2S", "method": "wB97M-V/def2-TZVPD", "de_lowest_kcal_mol": 14.2, "energy_ev": -22241.427, "homo_lumo_gap_ha": 0.3414, "lumo_ev": 0.67, "max_force_ev_per_a": 4.06, "homo_energy_ev": -8.619, "smiles": "SCc1nc2ccccc2[nH]1", "elements": ["S", "C", "C", "N", "C", "C", "C", "C", "C", "C", "N", "H", "H", "H", "H", "H", "H", "H", "H"], "positions_angstrom": [[4.08038, 0.46448, 0.39596], [2.89219, -0.67198, -0.43643], [1.43752, -0.43161, -0.24143], [0.58782, -1.40069, -0.00820], [-0.67412, -0.78905, -0.00741], [-1.90952, -1.27402, 0.23035], [-2.98861, -0.39065, 0.32016], [-2.81210, 1.01874, 0.17037], [-1.50518, 1.48288, -0.05799], [-0.52203, 0.59281, -0.22782], [0.84808, 0.79195, -0.39684], [3.90389, 0.12251, 1.66413], [3.09335, -1.71222, -0.18864], [3.19409, -0.55171, -1.50947], [-2.06095, -2.36885, 0.27242], [-3.95815, -0.90865, 0.40694], [-3.59657, 1.77051, 0.33754], [-1.34140, 2.60831, -0.17769], [1.33132, 1.64726, -0.54593]], "forces_ev_per_angstrom": [[-0.3, 0.0, -0.6], [0.8, 0.1, -0.6], [-0.4, -0.3, -0.2], [-0.1, 0.3, -0.3], [2.2, 1.0, -0.2], [-1.8, -1.3, 0.0], [-0.3, 0.1, -0.5], [0.6, -0.9, 0.6], [-2.4, 3.2, -0.4], [2.2, -0.9, 0.3], [-0.5, -0.9, 0.1], [-0.3, -0.2, 0.3], [0.0, 0.1, 0.1], [-0.5, 0.0, 0.8], [0.0, 0.8, 0.2], [0.3, 0.9, 0.2], [0.2, -0.7, -0.2], [-0.1, -1.7, 0.2], [0.2, 0.5, 0.0]], "nbo_charge": [-0.04, -0.55, 0.37, -0.46, 0.08, -0.20, -0.23, -0.22, -0.24, 0.10, -0.54, 0.13, 0.26, 0.24, 0.22, 0.22, 0.22, 0.22, 0.42]}



Record 4
{"formula": "C8H8N3O2", "method": "wB97M-V/def2-TZVPD", "de_lowest_kcal_mol": 0.0, "energy_ev": -16980.328, "homo_lumo_gap_ha": 0.3387, "lumo_ev": -4.42, "charge": 1, "max_force_ev_per_a": 5.47, "homo_energy_ev": -13.635, "smiles": "C#CC1=NCN/C1=[NH+]/C(C=O)=C\\O", "elements": ["C", "C", "C", "N", "C", "N", "C", "N", "C", "C", "O", "C", "O", "H", "H", "H", "H", "H", "H", "H", "H"], "positions_angstrom": [[1.07232, -2.97703, 0.41592], [0.89286, -1.78138, 0.47744], [1.11897, -0.37917, 0.70011], [2.11601, 0.17997, 1.29619], [2.33209, 1.45470, 0.96547], [1.31925, 1.77445, -0.06941], [0.54819, 0.68985, -0.15565], [-0.43756, 0.61618, -1.03521], [-1.69215, 0.05437, -0.54001], [-1.95465, 0.31580, 0.87365], [-1.10301, 0.93559, 1.56133], [-2.43518, -0.86300, -1.20791], [-2.08451, -1.53809, -2.26957], [1.26030, -4.04125, 0.35150], [2.31326, 2.01232, 1.94458], [3.37775, 1.68076, 0.57058], [1.25452, 2.69110, -0.54784], [-0.55733, 1.59885, -1.40592], [-2.87425, 0.13888, 1.25699], [-3.30481, -1.30418, -0.68120], [-1.16209, -1.25873, -2.50103]], "forces_ev_per_angstrom": [[-0.2, 0.6, -0.1], [0.5, -0.7, 1.0], [1.1, 1.5, -1.1], [0.0, -4.8, 0.9], [1.4, 3.5, -0.2], [0.2, -0.3, 0.8], [0.9, 1.3, 0.0], [-1.8, 1.4, -0.9], [0.3, -0.3, 0.3], [4.4, 3.2, -0.4], [-1.8, -1.6, -1.4], [0.2, -0.9, 1.6], [1.0, 0.7, -0.7], [-0.3, 0.6, 0.0], [-0.6, 0.3, -1.1], [-1.2, -0.7, 0.4], [-0.3, -1.1, 0.5], [-0.4, -1.6, 0.0], [-3.1, -1.1, 1.3], [0.3, 0.6, -0.6], [-0.9, -0.4, -0.2]], "nbo_charge": [-0.03, -0.15, 0.14, -0.26, -0.10, -0.53, 0.55, -0.57, -0.15, 0.39, -0.55, 0.31, -0.58, 0.27, 0.28, 0.26, 0.45, 0.41, 0.17, 0.22, 0.50]}



Record 5
{"formula": "C8H8N3OS", "method": "wB97M-V/def2-TZVPD", "de_lowest_kcal_mol": 48.3, "energy_ev": -25774.139, "homo_lumo_gap_ha": [0.1877, 0.1768], "lumo_ev": [3.11, 3.11], "charge": -1, "max_force_ev_per_a": 5.39, "homo_energy_ev": [-1.996, -1.698], "elements": ["C", "C", "C", "C", "C", "C", "C", "C", "N", "N", "N", "O", "S", "H", "H", "H", "H", "H", "H", "H", "H"], "positions_angstrom": [[-0.55640, 2.57050, 0.70087], [-1.20873, 2.95961, -0.44816], [-1.29501, 0.72971, -0.13927], [2.38753, -1.30217, -0.23341], [1.33640, -2.10645, 0.12127], [2.54936, 0.00564, -0.09487], [0.22626, -1.69655, 0.95428], [-1.57036, -0.63242, -0.38078], [-0.74790, 1.19697, 0.96481], [-1.63059, 1.74729, -1.01496], [-0.99386, -1.66233, 0.16488], [-1.35097, -2.84320, -0.19178], [3.75303, 1.06708, -0.04120], [-0.12506, 3.23501, 1.51141], [-1.34194, 3.87538, -0.83007], [3.15149, -1.85667, -0.84617], [1.28696, -3.14205, -0.22784], [-0.12495, -2.27141, 1.86268], [0.38030, -0.67337, 1.40459], [-2.31150, -0.92571, -1.14977], [-1.81409, 1.72512, -2.08650]], "forces_ev_per_angstrom": [[-1.0, 0.4, 1.7], [1.7, -4.6, 2.3], [0.4, 1.4, 0.6], [0.4, -2.6, -1.4], [0.0, -1.9, 0.1], [0.1, 2.1, 0.4], [-0.6, 2.4, 3.2], [-1.0, -1.2, -1.2], [0.5, 1.8, -1.2], [-0.5, 0.9, -2.5], [-0.7, -1.1, -1.8], [-0.4, 0.3, 0.3], [0.5, 0.7, 0.0], [-0.5, -1.0, -1.3], [-0.5, 2.9, -1.6], [-0.3, 0.5, 0.4], [0.2, 0.4, 0.1], [0.9, -0.2, -1.0], [0.0, -0.9, -0.8], [0.5, 0.3, 0.6], [0.4, -0.6, 3.0]], "nbo_charge": [-0.06, -0.13, 0.30, -0.37, -0.30, -0.29, -0.30, -0.07, -0.45, -0.54, 0.16, -0.56, -0.23, 0.21, 0.20, 0.18, 0.19, 0.20, 0.26, 0.20, 0.42]}